Entry 1:
{"formula": "C2H10NO", "method": "ωB97M-V/def2-TZVPD", "symbols": ["O", "N", "C", "C", "H", "H", "H", "H", "H", "H", "H", "H", "H", "H"], "coordinates": [[-0.15, -0.29, -2.37], [0.56, 0.86, 0.02], [-0.26, -0.27, 2.11], [-0.20, -0.30, 0.59], [-0.64, -1.24, 2.45], [1.55, 0.88, 0.26], [0.18, 1.73, 0.40], [0.22, -1.19, 0.12], [0.58, 0.92, -1.02], [0.28, -1.08, -2.69], [-1.02, -0.23, -2.79], [-1.19, -0.23, 0.14], [-0.98, 0.45, 2.47], [0.76, -0.14, 2.47]], "lumo_ha": -0.1265, "spin_multiplicity": 1, "total_charge": 1, "total_energy_ev": -5767.5227, "orbital_gap_ev": 12.9}

Entry 2:
{"formula": "C34H36N3OSSe5Ta", "method": "ωB97M-V/def2-TZVPD", "symbols": ["Ta", "Se", "Se", "Se", "Se", "Se", "S", "O", "N", "N", "N", "C", "C", "C", "C", "C", "C", "C", "C", "C", "C", "C", "C", "C", "C", "C", "C", "C", "C", "C", "C", "C", "C", "C", "C", "C", "C", "C", "C", "C", "C", "C", "C", "C", "C", "H", "H", "H", "H", "H", "H", "H", "H", "H", "H", "H", "H", "H", "H", "H", "H", "H", "H", "H", "H", "H", "H", "H", "H", "H", "H", "H", "H", "H", "H", "H", "H", "H", "H", "H", "H"], "coordinates": [[-6.89, -14.79, 11.34], [-7.39, -15.22, 14.00], [-8.42, -13.93, 9.55], [-6.17, -12.42, 12.37], [-2.46, -16.71, 11.38], [-4.93, -16.51, 11.64], [-9.41, -16.90, 10.82], [-7.95, -16.33, 11.59], [-6.32, -16.28, 9.36], [-3.20, -14.42, 13.00], [-5.39, -13.74, 9.94], [-7.11, -10.86, 11.52], [-7.02, -12.30, 14.24], [-9.00, -18.50, 10.16], [-11.75, -16.95, 12.17], [-10.46, -17.47, 12.15], [-2.21, -15.29, 12.71], [-11.63, -11.82, 11.32], [-5.39, -17.09, 9.93], [-1.74, -13.26, 14.55], [-10.88, -12.75, 8.80], [-7.95, -19.31, 10.53], [-2.92, -13.43, 13.87], [-0.97, -15.22, 13.37], [-5.24, -18.45, 7.97], [-9.34, -14.95, 14.55], [-9.75, -20.12, 8.53], [-10.03, -18.37, 13.13], [-12.04, -11.97, 8.94], [-4.85, -13.18, 9.08], [-6.73, -13.55, 15.02], [-10.08, -13.02, 9.93], [-10.95, -18.80, 14.10], [-6.22, -17.62, 7.39], [-10.47, -12.58, 11.20], [-4.82, -18.18, 9.26], [-6.73, -16.57, 8.11], [-9.89, -18.88, 9.14], [-7.82, -20.57, 9.91], [-12.25, -18.27, 14.15], [-12.39, -11.48, 10.19], [-8.73, -20.99, 8.94], [-12.64, -17.35, 13.18], [-0.70, -14.18, 14.27], [-4.14, -12.55, 8.03], [-12.92, -18.58, 14.94], [-9.01, -18.71, 13.16], [-4.82, -11.89, 7.46], [-3.74, -13.31, 7.37], [-6.54, -17.76, 6.37], [-10.70, -18.21, 8.88], [-0.25, -16.03, 13.22], [-9.89, -12.85, 12.08], [-1.60, -12.43, 15.23], [-4.08, -18.79, 9.79], [-7.24, -19.04, 11.30], [0.26, -14.09, 14.75], [-4.85, -19.27, 7.38], [-9.32, -15.17, 15.62], [-10.59, -13.14, 7.83], [-13.26, -10.86, 10.31], [-11.94, -11.44, 12.31], [-3.72, -12.70, 14.00], [-5.65, -13.76, 15.11], [-6.69, -10.83, 10.51], [-8.18, -11.08, 11.49], [-8.65, -21.99, 8.53], [-9.92, -15.67, 13.99], [-7.45, -15.87, 7.66], [-9.62, -13.91, 14.35], [-13.64, -16.94, 13.22], [-6.58, -11.41, 14.69], [-7.02, -21.21, 10.24], [-12.04, -16.25, 11.41], [-6.81, -10.01, 12.14], [-7.19, -13.62, 16.02], [-8.09, -12.15, 14.08], [-10.62, -19.53, 14.84], [-10.45, -20.41, 7.77], [-12.65, -11.77, 8.08], [-3.31, -11.97, 8.45]], "lumo_ha": [-0.4738, -0.4738], "spin_multiplicity": 1, "total_charge": 4, "total_energy_ev": -381439.2588, "orbital_gap_ev": [5.3, 5.3]}